No. 1
Below is a cluster of 2 separate species, C16H20BrI3N2O2PS in total in a non-equilibrium geometry, with properties calculated with ωB97M-V/def2-TZVPD.

## Properties
molecular weight: 796.01 g/mol
energy relative to the best compared isomer or geometry (same formula, charge and spin): 998.5 kJ/mol
LUMO: 0.2 eV
2S+1: 1
frontier orbital gap: 2.6 eV
DFT total energy: -138447.3926 eV
charge: -1

Geometry (Å):
C -1.43755 1.11632 5.28789
C -0.39011 1.29017 4.02773
C -1.13443 0.69069 2.65412
Br -2.77180 1.75004 2.38858
C 0.00051 0.58735 1.51705
C 1.15032 -0.61809 1.69253
P 1.31566 -1.84812 3.12610
O 0.01487 -1.88677 4.24878
I 3.20534 -0.89406 4.48071
C 2.34201 -0.82401 0.53124
C 3.47652 -2.04746 0.67804
C 2.50957 0.08657 -0.81517
N 3.48769 0.02468 -1.96860
S 3.10151 1.35113 -3.08283
N 1.72525 2.07000 -2.21283
C 1.42541 1.29456 -0.94975
C 0.22072 1.52023 0.18636
C -0.74677 2.79755 -0.11987
I -0.32618 4.78370 0.75059
C -1.93170 2.68521 -1.02273
C -2.94759 3.90328 -1.44467
I -2.35725 0.69949 -1.87223
H -1.87591 2.15668 5.62079
H -0.80497 0.69749 6.19977
H -2.32981 0.42380 4.98086
H 0.66037 0.80359 4.20293
H -0.20021 2.45815 3.91945
H -1.53693 -0.42292 2.82365
H -0.73539 -2.40132 3.78499
H 3.06968 -3.05141 0.20034
H 4.42976 -1.75818 0.02084
H 3.86696 -2.17369 1.77349
H -3.97276 3.43517 -1.76825
H -3.12612 4.58490 -0.51054
H -2.55718 4.57785 -2.32620
C -1.57691 -2.80655 -4.77578
C -0.53888 -2.71975 -3.64460
C 0.76250 -2.11243 -4.19414
O -0.27396 -3.95039 -3.24193
H -1.23452 -3.42766 -5.61394
H -2.52779 -3.22106 -4.41735
H -1.78768 -1.80766 -5.17642
H -0.93489 -1.98450 -2.92977
H 1.19239 -2.70760 -5.01060
H 1.52434 -2.01867 -3.40991
H 0.57592 -1.10634 -4.58870



No. 2
Below is a cluster of 4 separate species, C16H20F12O8 in total in a non-equilibrium geometry, with properties calculated with ωB97M-V/def2-TZVPD.

## Properties
molecular weight: 568.30 g/mol
energy relative to the best compared isomer or geometry (same formula, charge and spin): 75.5 kJ/mol
LUMO: 0.6 eV
2S+1: 1
frontier orbital gap: 11.6 eV
structure (SMILES): CCOC(=O)C(F)(F)F.CCOC(=O)C(F)(F)F.CCOC(=O)C(F)(F)F.CCOC(=O)C(F)(F)F
DFT total energy: -65907.0631 eV

Geometry (Å):
C -4.37533 -2.40241 0.31733
C -5.85148 -2.12118 0.63227
O -6.41387 -1.12777 -0.24106
C -5.97219 0.10057 -0.05597
O -5.13498 0.47821 0.69674
C -6.69267 1.09507 -1.00343
F -6.63872 2.30066 -0.52270
F -6.10547 1.03628 -2.19443
F -7.96186 0.76783 -1.19321
H -3.69771 -1.66817 0.74872
H -4.15740 -2.49059 -0.74504
H -4.14812 -3.35306 0.80655
H -5.95124 -1.81568 1.67122
H -6.37535 -3.04757 0.41948
C 0.65259 0.24297 1.58680
C 0.09065 -1.06379 2.11776
O 0.87546 -2.13332 1.53901
C 1.87131 -2.60815 2.26250
O 2.10725 -2.27239 3.38238
C 2.65530 -3.73489 1.57382
F 2.07463 -4.13914 0.44241
F 3.89956 -3.30847 1.34185
F 2.71066 -4.79480 2.40227
H 0.63474 0.29007 0.49402
H 1.62592 0.54914 1.96112
H -0.01957 1.08925 1.77685
H -0.91670 -1.29498 1.79087
H 0.19928 -1.05270 3.19913
C 6.79132 -3.08383 -5.98776
C 5.46856 -2.57329 -5.47827
O 5.50538 -2.47907 -4.03535
C 4.39387 -2.58322 -3.36597
O 3.30750 -2.80097 -3.81631
C 4.53647 -2.47090 -1.82897
F 5.78908 -2.23825 -1.45176
F 3.71674 -1.52624 -1.36283
F 4.13400 -3.65211 -1.31169
H 7.56062 -2.34095 -5.77470
H 6.69413 -3.24908 -7.05740
H 7.03872 -3.99757 -5.45014
H 4.65873 -3.27920 -5.67977
H 5.16341 -1.62019 -5.90873
C -0.72904 6.14838 4.51275
C -1.19290 5.03011 3.62454
O -1.17678 5.48124 2.27338
C -1.13781 4.62151 1.27691
O -1.09848 3.42991 1.41724
C -0.96397 5.24564 -0.12062
F 0.01104 4.60018 -0.74265
F -2.10571 5.10508 -0.78998
F -0.66049 6.53476 -0.11051
H -1.44803 6.96525 4.57820
H 0.25349 6.49488 4.19365
H -0.67731 5.79367 5.54471
H -2.22404 4.79476 3.90353
H -0.59319 4.12850 3.74125



No. 3
Below is an isolated molecule of C16H20F3NO5, with properties calculated with ωB97M-V/def2-TZVPD.

## Properties
molecular weight: 363.33 g/mol
LUMO: 0.7 eV
2S+1: 1
frontier orbital gap: 9.1 eV
structure (SMILES): O=C(N1CCOCCOc2ccccc2OCCOCC1)C(F)(F)F
DFT total energy: -36795.6109 eV

Geometry (Å):
O -0.14135 -3.02908 -3.25804
C 0.48109 -2.70435 -2.26967
N 0.90244 -1.45852 -2.01386
C 1.67955 -1.04466 -0.86730
C 0.85525 -0.42896 0.27629
O 1.57368 -0.73917 1.45836
C 1.18410 -0.03726 2.61272
C 1.75095 1.39279 2.65905
O 0.98495 2.30215 1.90179
C -0.23393 2.70624 2.37938
C -0.55886 2.87563 3.71393
C -1.80620 3.36389 4.07585
C -2.73067 3.68951 3.10639
C -2.42608 3.51401 1.76364
C -1.19195 3.01029 1.38955
O -0.79302 2.76360 0.10874
C -1.75014 2.81686 -0.92102
C -1.17303 2.07631 -2.12274
O -1.35883 0.69409 -1.91348
C -0.96494 -0.12002 -2.98806
C 0.53540 -0.45941 -3.00908
C 0.83491 -3.80510 -1.23042
F 0.27699 -4.96035 -1.58293
F 0.40128 -3.52602 0.00741
F 2.16025 -4.02792 -1.14249
H 2.21311 -1.89183 -0.43671
H 2.43205 -0.32908 -1.20782
H 0.73842 0.65230 0.15342
H -0.14431 -0.88617 0.31150
H 0.08946 -0.00210 2.70365
H 1.59396 -0.61351 3.44585
H 1.85473 1.71860 3.69933
H 2.73901 1.39580 2.19176
H 0.15527 2.63392 4.48539
H -2.04301 3.49105 5.12082
H -3.69812 4.07867 3.38374
H -3.16126 3.77088 1.01760
H -1.96674 3.85965 -1.19124
H -2.67721 2.31483 -0.62022
H -1.69564 2.39020 -3.03900
H -0.10935 2.33148 -2.21693
H -1.53629 -1.04584 -2.89578
H -1.22791 0.35677 -3.94238
H 1.12959 0.43530 -2.82913
H 0.77120 -0.86698 -3.99656



No. 4
Below is a cluster of 2 separate species, C16H20IN2O5 in total in a non-equilibrium geometry, with properties calculated with ωB97M-V/def2-TZVPD.

## Properties
molecular weight: 447.25 g/mol
LUMO: 0.4 eV
2S+1: 1
frontier orbital gap: 1.9 eV
DFT total energy: -38223.3290 eV
charge: -1

Geometry (Å):
C 0.17587 -2.80580 -1.81049
C -0.78547 -3.11228 -0.80092
C -1.82109 -2.04681 -0.23745
C -1.31820 -0.62494 -0.70897
C -2.03497 0.12846 -1.78776
C -3.33548 -0.35794 -2.52623
O -4.31641 0.71664 -2.57372
C -4.65709 1.16131 -1.30556
C -4.98329 2.70185 -1.15351
O -4.72359 0.47148 -0.30879
C -1.47081 1.46701 -2.20501
C -0.27450 1.96613 -1.51053
I 0.45839 3.88696 -2.19441
N 0.38655 1.27627 -0.46637
C 1.56151 1.74434 0.28475
C 2.90382 0.95094 -0.02214
C -0.13657 -0.01972 -0.09598
N 0.53770 -0.80824 0.95545
C -0.08586 -0.71235 2.03109
O -0.72528 -0.56331 2.99548
H 0.06151 -3.13498 -2.87823
H 1.10085 -2.24213 -1.50399
H -0.77387 -4.19088 -0.44647
H -2.80920 -2.32824 -0.68936
H -1.92539 -2.09065 0.88408
H -3.81861 -1.23816 -2.02218
H -3.03041 -0.63217 -3.57142
H -5.72548 2.94953 -1.96988
H -5.42810 2.95656 -0.15995
H -4.02205 3.25202 -1.36377
H -1.92491 2.08702 -3.02127
H 1.76129 2.84366 0.20080
H 1.32901 1.55490 1.38141
H 3.22397 0.42641 0.93372
H 2.79676 0.14423 -0.79704
H 3.75074 1.66854 -0.25172
O 4.72099 0.25515 2.34409
C 4.78686 -0.14805 3.59259
C 5.24127 -1.72828 3.63776
O 5.28048 -2.13349 4.88152
H 3.85530 -0.09570 4.18689
H 5.50282 0.37823 4.25179
H 6.18756 -1.76852 3.06418
H 4.53996 -2.24954 2.95805



No. 5
Below is a cluster of 4 separate species, C16H20N4 in total in a non-equilibrium geometry, with properties calculated with ωB97M-V/def2-TZVPD.

## Properties
molecular weight: 268.36 g/mol
energy relative to the best compared isomer or geometry (same formula, charge and spin): 441.3 kJ/mol
LUMO: 0.4 eV
2S+1: 1
frontier orbital gap: 8.1 eV
structure (SMILES): c1cc[nH]c1.c1cc[nH]c1.c1cc[nH]c1.c1cc[nH]c1
DFT total energy: -22872.6121 eV

Geometry (Å):
C -2.81222 1.30990 3.60465
C -3.94222 1.13090 4.47265
C -4.49122 -0.21910 4.20065
N -3.55222 -0.76410 3.29765
C -2.64923 0.13790 2.85865
H -2.22122 2.22190 3.48465
H -4.53322 1.78990 5.10865
H -5.37022 -0.74810 4.58865
H -3.69322 -1.70710 2.91665
H -1.91422 -0.17710 2.14665
C -0.27423 1.84290 0.73965
C 0.43377 1.21490 1.73365
C 1.71878 0.73790 1.09365
N 1.61477 1.12490 -0.25435
C 0.38577 1.82790 -0.51235
H -1.16922 2.29590 0.74565
H 0.28578 1.14490 2.81165
H 2.59577 0.30490 1.44965
H 2.28877 1.04790 -1.02635
H 0.14077 2.24190 -1.52435
C -0.89522 -3.59910 -1.22035
C -1.48622 -2.49010 -1.90435
C -0.55222 -1.48210 -1.96435
N 0.57377 -1.79910 -1.25935
C 0.43278 -3.05310 -0.69735
H -1.46523 -4.43910 -0.99735
H -2.54622 -2.49210 -2.21335
H -0.61423 -0.50710 -2.36235
H 1.33178 -1.14110 -1.05035
H 1.07178 -3.52910 0.02665
C 2.00878 0.95890 -3.37135
C 2.93378 2.02290 -3.03835
C 4.09478 1.33090 -2.29535
N 3.78778 -0.00410 -2.41835
C 2.70978 -0.22010 -3.15935
H 1.04177 1.05590 -3.75935
H 2.86277 3.07190 -3.19435
H 4.98978 1.59190 -1.70735
H 4.34677 -0.76110 -1.93335
H 2.53177 -1.27410 -3.41635



> Which of these has the highest molecular weight?

C16H20BrI3N2O2PS